5
Properties=species:S:1:pos:R:3:lowdin_charge:R:1 method="wB97M-V/def2-TZVPD" orbital_gap_ev=11.19 e_tot_ev=-14412.23076 e_homo_ev=-10.849 relative_energy_kj_mol=159.6
C -1.582 0.361 0.111 -0.069
C 2.045 -1.326 -0.146 -0.618
N -0.585 0.774 -0.266 0.036
S 2.456 0.085 -0.538 0.591
H -2.334 0.107 0.839 0.060



101
Properties=species:S:1:pos:R:3:lowdin_charge:R:1 method="wB97M-V/def2-TZVPD" orbital_gap_ev=5.42 e_tot_ev=-99998.74582 total_charge=-1 e_homo_ev=-4.617 relative_energy_kj_mol=0.0
Ba 0.219 -0.476 0.782 1.690
C -4.927 2.466 3.183 -0.073
C -4.407 2.353 4.474 -0.104
C -3.073 2.213 4.660 -0.026
C -2.206 2.130 3.522 -0.384
N -2.693 2.269 2.262 0.132
C -4.012 2.393 2.122 -0.145
N -0.919 1.699 3.764 0.140
C 0.041 2.113 2.979 -0.340
N 1.186 1.363 2.870 0.062
C 1.879 1.919 1.846 -0.454
N 2.888 1.335 1.305 0.136
C 3.122 1.538 -0.034 -0.392
C 4.433 1.768 -0.512 -0.019
C 4.650 1.830 -1.864 -0.094
C 3.551 1.756 -2.715 -0.100
C 2.306 1.512 -2.164 -0.135
N 2.062 1.407 -0.837 0.066
C 1.341 3.236 1.437 -0.131
C 1.892 4.290 0.737 -0.016
C 1.164 5.476 0.697 -0.085
C -0.027 5.648 1.416 -0.085
C -0.536 4.598 2.166 -0.026
C 0.143 3.390 2.146 -0.084
H -5.974 2.507 2.942 0.085
H -5.056 2.313 5.333 0.098
H -2.607 2.132 5.660 0.119
H -4.402 2.380 1.140 0.070
H 5.221 1.787 0.219 0.107
H 5.667 1.939 -2.256 0.108
H 3.624 1.806 -3.829 0.112
H 1.441 1.413 -2.831 0.111
H 2.862 4.205 0.238 0.120
H 1.583 6.278 0.120 0.092
H -0.540 6.620 1.416 0.106
H -1.423 4.730 2.784 0.115
N 6.921 -4.775 -6.767 0.138
C 6.188 -4.343 -6.007 -0.188
C 5.299 -3.887 -4.948 -0.224
C 5.301 -2.553 -4.540 -0.035
C 4.455 -2.131 -3.549 -0.015
C 3.560 -3.015 -2.905 -0.211
C 3.506 -4.347 -3.323 0.001
C 4.415 -4.753 -4.277 -0.030
C 2.616 -2.510 -1.892 -0.076
C 3.116 -2.558 -0.606 -0.271
C 4.498 -2.823 -0.304 -0.033
C 4.631 -2.511 1.006 -0.079
C 3.337 -2.069 1.456 -0.193
N 2.433 -2.107 0.523 -0.066
C 1.413 -2.004 -2.424 -0.272
C 1.197 -1.866 -3.839 -0.045
C -0.022 -1.263 -3.994 -0.095
C -0.494 -1.037 -2.690 -0.220
N 0.324 -1.470 -1.742 -0.081
H 6.015 -1.843 -4.946 0.118
H 4.500 -1.130 -3.174 0.111
H 2.824 -5.030 -2.829 0.131
H 4.411 -5.797 -4.630 0.121
H 5.265 -3.253 -0.952 0.115
H 5.475 -2.638 1.674 0.089
H 3.087 -1.731 2.474 0.115
H 1.936 -2.136 -4.611 0.111
H -0.509 -0.978 -4.887 0.073
H -1.403 -0.547 -2.401 0.063
O -7.255 -0.358 -2.232 0.070
N -6.883 0.768 -1.939 -0.330
O -7.523 1.796 -1.972 0.074
C -5.448 0.884 -1.529 -0.070
C -4.969 2.132 -1.651 0.052
C -3.594 2.407 -1.384 -0.144
C -3.015 3.686 -1.475 -0.003
C -1.694 3.803 -1.227 -0.015
C -0.956 2.625 -0.940 -0.124
N -1.447 1.443 -0.863 0.081
C -2.775 1.324 -1.016 -0.150
C -3.343 -0.013 -0.828 -0.167
N -2.507 -0.989 -0.455 0.027
C -2.963 -2.201 -0.287 -0.149
C -4.322 -2.505 -0.451 -0.025
C -5.210 -1.514 -0.751 0.023
C -4.693 -0.217 -1.018 -0.071
H -5.622 2.942 -1.934 0.128
H -3.665 4.522 -1.716 0.123
H -1.212 4.745 -1.316 0.097
H 0.112 2.697 -0.834 0.076
H -2.292 -3.000 0.039 0.119
H -4.604 -3.553 -0.269 0.119
H -6.247 -1.709 -0.919 0.098
F -0.194 -5.414 6.306 0.101
C -0.518 -4.320 5.611 -0.154
C -1.586 -3.465 5.917 -0.143
F -2.236 -3.671 7.070 0.096
C -1.883 -2.402 5.082 -0.259
F -2.888 -1.589 5.496 0.050
C -1.243 -2.204 3.879 -0.598
S -1.989 -1.148 2.753 0.532
C -0.113 -2.978 3.653 -0.237
F 0.569 -2.865 2.503 -0.008
C 0.218 -4.051 4.474 -0.169
F 1.225 -4.843 4.152 0.122



96
Properties=species:S:1:pos:R:3:mulliken_spin:R:1 method="wB97M-V/def2-TZVPD" spin_multiplicity=5 orbital_gap_ev="7.51 / 6.07" e_tot_ev=-82971.22111 total_charge=+2 e_homo_ev="-12.902 / -13.259" relative_energy_kj_mol=51.9 s_squared=6.02
Os -0.907 0.420 -0.472 2.685
O 1.544 2.543 -0.247 -0.003
S 0.501 3.227 0.458 0.029
O 0.183 4.574 0.104 0.002
N -0.843 2.267 0.273 0.106
C -2.111 2.848 0.505 -0.032
C -2.402 3.943 1.285 0.048
C -3.726 4.422 1.376 -0.023
C -4.753 3.832 0.698 0.051
C -4.492 2.690 -0.094 -0.016
C -5.469 2.003 -0.842 0.033
C -5.124 0.895 -1.571 -0.021
C -3.803 0.443 -1.542 0.033
N -2.856 1.068 -0.862 -0.101
C -3.175 2.200 -0.156 0.045
C 0.847 3.163 2.188 -0.001
C 1.366 4.301 2.789 -0.001
C 1.722 4.250 4.129 0.000
C 1.551 3.076 4.849 0.001
C 1.019 1.946 4.238 0.001
C 0.665 1.982 2.899 0.015
H -1.622 4.467 1.816 0.006
H -3.916 5.291 1.991 0.000
H -5.760 4.222 0.756 0.001
H -6.491 2.363 -0.837 0.001
H -5.854 0.357 -2.158 0.000
H -3.514 -0.459 -2.064 0.007
H 1.482 5.210 2.212 0.000
H 2.129 5.129 4.609 0.000
H 1.824 3.043 5.896 0.000
H 0.875 1.038 4.809 0.000
H 0.238 1.111 2.416 0.001
C 3.339 -0.591 1.817 0.087
C 4.023 0.038 0.638 0.359
C 5.236 -0.697 0.143 0.029
C 4.153 1.532 0.718 0.054
Si 2.409 -0.302 -0.976 0.078
O 0.992 -0.226 -0.259 0.125
C 2.858 -2.044 -1.346 0.119
C 2.492 -3.109 -0.514 0.004
C 2.792 -4.419 -0.853 0.000
C 3.458 -4.694 -2.042 0.011
C 3.829 -3.654 -2.884 -0.001
C 3.543 -2.343 -2.532 0.027
C 2.717 0.849 -2.401 0.072
C 1.604 1.269 -3.132 0.014
C 1.746 2.065 -4.256 0.034
C 3.010 2.463 -4.667 0.007
C 4.128 2.055 -3.954 -0.002
C 3.980 1.254 -2.830 -0.031
H 4.007 -0.422 2.674 0.038
H 3.220 -1.670 1.709 -0.005
H 2.387 -0.120 2.048 -0.026
H 6.035 -0.486 0.864 0.023
H 5.590 -0.347 -0.827 0.005
H 5.086 -1.773 0.102 0.001
H 5.046 1.715 1.335 0.024
H 3.298 1.993 1.200 -0.018
H 4.328 2.023 -0.237 0.013
H 1.963 -2.909 0.412 0.006
H 2.513 -5.231 -0.193 0.000
H 3.689 -5.717 -2.308 0.000
H 4.347 -3.865 -3.810 0.000
H 3.844 -1.542 -3.198 0.001
H 0.604 0.990 -2.810 0.046
H 0.870 2.388 -4.806 0.002
H 3.124 3.093 -5.539 0.000
H 5.116 2.362 -4.270 0.000
H 4.872 0.947 -2.299 -0.001
N -0.155 -6.093 -4.002 -0.001
C -0.384 -5.099 -3.475 0.001
C -0.648 -3.856 -2.805 -0.004
C -0.830 -2.682 -3.527 -0.001
C -1.034 -1.509 -2.830 -0.030
N -1.048 -1.457 -1.491 -0.041
C -0.885 -2.593 -0.801 -0.001
C -0.699 -3.811 -1.417 -0.008
H -0.800 -2.678 -4.607 0.000
H -1.172 -0.573 -3.358 0.003
H -0.885 -2.502 0.275 0.007
H -0.559 -4.705 -0.828 0.000
C -5.388 -2.579 3.959 0.000
N -4.503 -2.053 2.933 0.001
C -3.396 -1.146 3.156 0.004
C -2.874 -0.997 1.738 -0.031
O -1.917 -0.247 1.460 0.128
N -3.583 -1.739 0.884 0.008
C -4.530 -2.351 1.634 -0.001
N -5.417 -3.179 1.097 0.000
H -5.241 -2.010 4.873 0.000
H -5.178 -3.629 4.168 0.000
H -6.431 -2.463 3.661 0.000
H -2.635 -1.570 3.813 0.000
H -3.718 -0.185 3.559 0.000
H -5.367 -3.365 0.111 0.000
H -6.097 -3.671 1.650 0.000



58
Properties=species:S:1:pos:R:3:lowdin_charge:R:1 method="wB97M-V/def2-TZVPD" orbital_gap_ev=8.04 e_tot_ev=-45841.82289 e_homo_ev=-7.727 relative_energy_kj_mol=2198.2
C -4.289 2.899 1.324 -0.061
H -3.516 2.831 0.382 0.096
H -3.694 3.554 2.004 0.070
H -5.184 3.397 0.910 0.067
C -4.674 1.319 1.581 -0.205
C -5.376 0.623 0.688 -0.347
N -6.687 0.319 0.759 0.220
O -6.861 -0.219 -0.674 -0.002
C -5.742 -0.380 -1.320 -0.257
C -4.630 0.123 -0.522 -0.052
C -3.296 0.500 -0.872 -0.272
O -2.915 1.404 -1.530 0.150
N -2.435 -0.954 -0.739 -0.098
C -2.825 -1.839 0.180 -0.263
H -3.929 -1.916 0.210 0.123
C -2.135 -1.987 1.583 -0.079
C -0.524 -2.079 1.244 -0.014
H -0.073 -1.959 2.229 0.090
C -0.101 -0.568 0.305 -0.257
N 1.170 -0.537 0.093 -0.174
C 2.133 -1.149 0.795 -0.270
H 1.806 -2.083 1.268 0.114
C 3.557 -1.027 0.284 -0.275
N 3.871 0.258 0.050 -0.076
C 5.261 0.743 -0.468 -0.111
C 6.382 -0.345 -0.190 -0.088
C 7.627 -0.139 -0.212 -0.719
C 8.000 1.543 -0.332 0.057
C 6.860 2.278 -0.243 -0.182
C 5.652 1.887 -0.242 -0.193
H 4.860 2.794 -0.376 0.184
H 7.152 3.339 -0.545 0.143
H 9.028 1.722 -0.305 0.063
Cl 8.842 -1.283 -0.174 0.706
H 6.057 -1.490 -0.136 0.137
C 2.986 0.999 -0.963 -0.113
C 1.610 0.795 -0.488 -0.098
H 0.845 1.262 -0.712 0.017
H 1.619 1.434 0.626 0.194
H 3.107 1.945 -1.164 0.057
H 2.949 0.132 -1.769 0.171
H 4.140 -1.467 1.186 0.158
H 3.436 -1.838 -0.628 0.172
H 2.187 -0.714 1.857 0.137
C -1.150 -0.654 -0.994 -0.141
H -0.720 0.109 -1.542 0.077
H -0.675 -1.710 -1.456 0.178
H -0.371 0.068 0.991 0.077
H -0.237 -2.720 0.538 0.037
H -2.453 -2.790 2.064 0.049
H -2.324 -1.042 2.012 0.079
H -2.594 -2.784 -0.491 0.163
C -5.516 -1.074 -2.614 0.094
H -4.768 -0.939 -3.005 -0.046
H -6.496 -0.964 -2.945 0.087
H -5.641 -2.116 -2.133 0.158
H -3.818 0.926 2.005 0.070
H -5.487 1.563 2.616 0.199



89
Properties=species:S:1:pos:R:3:mulliken_spin:R:1 method="wB97M-V/def2-TZVPD" spin_multiplicity=2 orbital_gap_ev="4.58 / 5.31" e_tot_ev=-43670.81298 total_charge=-1 e_homo_ev="-1.952 / -2.689" s_squared=0.76
Hg 0.103 0.140 -0.197 0.641
C 3.288 -0.998 3.370 0.004
C 2.648 -1.395 2.035 -0.062
C 2.809 -2.909 2.027 0.000
C 1.825 -3.815 2.903 0.000
C 0.485 -3.547 2.220 0.000
C 0.104 -2.064 2.474 -0.087
N 1.154 -1.139 1.983 0.103
O 0.875 0.226 2.039 0.084
C -0.110 -1.991 3.986 0.000
C -1.325 -1.870 1.841 0.168
C 3.469 -0.760 0.816 0.060
H 3.286 0.092 3.403 -0.002
H 4.332 -1.281 3.499 0.002
H 2.756 -1.493 4.183 0.001
H 3.840 -3.205 2.225 0.001
H 2.734 -3.303 1.013 0.003
H 1.866 -3.745 3.990 0.000
H 2.126 -4.848 2.730 0.000
H -0.271 -4.232 2.602 0.000
H 0.418 -3.653 1.138 -0.007
H 0.225 -1.045 4.412 0.004
H 0.224 -2.740 4.703 0.000
H -1.162 -1.818 4.210 0.003
H -2.206 -2.335 2.284 -0.007
H -1.469 -2.114 0.789 0.011
H -1.620 -0.822 1.878 -0.025
H 3.001 -1.114 -0.102 -0.007
H 4.524 -0.947 1.015 -0.002
H 3.460 0.327 0.894 0.002
C 1.776 2.457 -1.890 0.026
C 1.986 1.252 -2.839 -0.067
C 3.524 0.976 -2.786 0.005
C 3.870 -0.255 -3.657 -0.001
C 3.081 -1.452 -3.140 -0.001
C 1.574 -1.262 -3.141 -0.110
N 1.132 -0.024 -2.540 0.061
O -0.272 0.118 -2.521 0.066
C 1.056 -2.408 -2.248 0.093
C 1.138 -1.582 -4.593 0.003
C 1.578 1.945 -4.171 0.008
H 2.018 2.255 -0.846 0.004
H 0.744 2.793 -1.794 -0.002
H 2.280 3.389 -2.144 -0.001
H 3.832 0.821 -1.753 0.004
H 4.094 1.820 -3.174 0.000
H 4.944 -0.309 -3.482 -0.001
H 3.567 -0.110 -4.694 0.001
H 3.491 -1.650 -2.149 0.003
H 3.224 -2.333 -3.766 0.000
H 1.400 -3.393 -2.564 -0.001
H -0.027 -2.347 -2.356 0.000
H 1.288 -2.426 -1.183 0.021
H 1.416 -2.583 -4.924 0.002
H 1.527 -0.940 -5.382 0.002
H 0.095 -1.413 -4.863 -0.003
H 1.907 1.381 -5.043 0.003
H 1.994 2.952 -4.183 0.002
H 0.497 2.073 -4.236 -0.004
C -2.977 4.001 1.043 0.007
C -2.558 2.629 1.525 -0.013
C -3.609 2.039 2.521 0.002
C -4.912 1.605 1.985 0.000
C -4.579 0.618 0.839 0.003
C -3.589 1.112 -0.223 -0.064
N -2.381 1.654 0.404 0.066
O -1.401 2.021 -0.496 -0.087
C -3.188 -0.081 -1.053 -0.014
C -4.494 1.970 -1.127 0.005
C -1.227 2.869 2.364 0.001
H -2.275 4.433 0.330 -0.001
H -3.082 4.769 1.810 0.000
H -3.996 4.009 0.656 0.001
H -3.192 1.263 3.162 0.000
H -3.900 2.935 3.068 0.000
H -5.551 2.387 1.573 0.000
H -5.480 1.104 2.768 0.000
H -5.529 0.408 0.348 0.001
H -4.220 -0.316 1.270 0.001
H -2.775 0.263 -2.002 -0.004
H -2.454 -0.706 -0.546 0.086
H -4.010 -0.668 -1.462 0.001
H -4.079 2.962 -1.304 -0.001
H -4.773 1.562 -2.099 0.001
H -5.395 2.365 -0.658 0.000
H -1.082 1.970 2.963 0.002
H -1.362 3.595 3.166 0.001
H -0.333 3.051 1.768 -0.001
H -1.718 2.832 -0.900 0.010



139
Properties=species:S:1:pos:R:3:lowdin_charge:R:1 method="wB97M-V/def2-TZVPD" orbital_gap_ev=8.16 smiles="CCN(CC)CC.O=C1CCCO1.O=C1CCCO1.O=C1CCCO1.O=C1CCCO1.O=C1CCCO1.O=C1CCCO1.CC(N)=O.CC(N)=O.CC(N)=O.CC(N)=O.CC(N)=O" e_tot_ev=-86459.51260 e_homo_ev=-8.309
O -3.887 4.327 -1.100 0.014
C -3.062 5.039 -0.534 -0.630
N -1.837 5.240 -1.006 0.159
C -3.415 5.621 0.808 -0.012
H -1.656 4.747 -1.868 0.112
H -0.979 5.474 -0.526 0.114
H -4.472 5.875 0.721 0.084
H -2.801 6.514 0.926 0.075
H -3.291 4.885 1.602 0.084
O 6.586 -8.492 5.785 0.048
C 5.574 -7.896 5.539 -0.684
N 5.526 -6.672 5.135 0.166
C 4.242 -8.604 5.804 -0.007
H 4.684 -6.225 4.802 0.122
H 6.443 -6.299 5.333 0.126
H 3.694 -8.095 6.597 0.079
H 4.340 -9.684 5.908 0.082
H 3.715 -8.438 4.864 0.070
O 3.147 6.922 1.578 0.015
C 3.816 7.829 2.083 -0.630
N 4.919 7.610 2.785 0.155
C 3.508 9.265 1.951 -0.026
H 5.361 8.444 3.145 0.105
H 5.335 6.707 2.962 0.122
H 3.409 9.769 2.912 0.086
H 2.600 9.279 1.349 0.088
H 4.250 9.903 1.469 0.086
O -6.441 0.149 3.200 0.014
C -7.434 -0.255 2.608 -0.668
N -7.688 0.166 1.437 0.168
C -8.443 -1.190 3.272 -0.005
H -6.979 0.691 0.944 0.133
H -8.608 -0.033 1.073 0.120
H -8.248 -2.128 2.752 0.080
H -9.498 -0.917 3.291 0.079
H -8.085 -1.405 4.279 0.079
O 5.924 5.425 -5.500 0.010
C 5.033 4.610 -5.307 -0.625
N 4.740 3.697 -6.176 0.164
C 4.231 4.645 -3.958 -0.001
H 5.344 3.714 -6.985 0.126
H 3.926 3.116 -6.033 0.116
H 3.443 5.398 -3.960 0.074
H 4.928 4.778 -3.131 0.077
H 3.757 3.677 -3.797 0.059
C -6.690 -7.263 -4.310 -0.090
C -6.899 -5.984 -3.468 -0.252
N -5.802 -5.038 -3.637 -0.190
C -6.127 -3.782 -4.327 -0.233
C -6.695 -4.067 -5.746 -0.083
C -5.016 -4.818 -2.415 -0.293
C -4.418 -6.059 -1.888 -0.116
H -5.665 -7.608 -4.172 0.057
H -6.676 -7.188 -5.398 0.066
H -7.324 -8.093 -3.999 0.069
H -7.858 -5.680 -3.887 0.098
H -7.012 -6.239 -2.414 0.108
H -6.990 -3.444 -3.753 0.106
H -5.330 -3.040 -4.310 0.113
H -7.606 -4.659 -5.656 0.056
H -6.926 -3.051 -6.065 0.066
H -6.019 -4.557 -6.447 0.073
H -5.476 -4.329 -1.556 0.111
H -4.216 -4.101 -2.602 0.111
H -3.733 -5.781 -1.087 0.081
H -3.811 -6.559 -2.643 0.074
H -5.112 -6.877 -1.699 0.069
O 1.132 -2.585 2.697 0.104
C 0.667 -1.583 2.195 -0.441
O 0.488 -1.580 0.826 0.007
C -0.124 -0.429 0.320 -0.179
C 0.212 0.545 1.421 -0.172
C 0.174 -0.264 2.708 -0.077
H -1.188 -0.528 0.104 0.131
H 0.443 -0.032 -0.522 0.128
H -0.449 1.403 1.534 0.117
H 1.218 0.932 1.255 0.123
H -0.814 -0.331 3.164 0.133
H 0.861 0.133 3.455 0.127
O -1.554 2.317 -6.295 0.087
C -2.472 2.249 -7.100 -0.479
O -2.384 1.371 -8.103 0.042
C -3.516 1.493 -8.978 -0.152
C -4.258 2.716 -8.505 -0.171
C -3.790 2.996 -7.066 -0.061
H -4.214 0.677 -8.793 0.125
H -3.236 1.623 -10.024 0.130
H -5.322 2.479 -8.488 0.113
H -4.024 3.588 -9.115 0.116
H -4.518 2.598 -6.358 0.126
H -3.678 4.046 -6.797 0.126
O 7.446 3.091 5.776 0.083
C 6.834 2.815 6.807 -0.485
O 5.489 2.855 6.789 0.003
C 4.901 2.223 7.982 -0.102
C 6.161 1.537 8.678 -0.136
C 7.369 2.333 8.131 -0.065
H 4.131 1.539 7.626 0.118
H 4.506 2.987 8.652 0.114
H 6.148 0.491 8.370 0.107
H 5.957 1.566 9.748 0.105
H 8.263 1.748 7.914 0.128
H 7.482 3.199 8.784 0.131
O 6.315 -1.280 -2.839 0.091
C 6.455 -1.615 -1.672 -0.484
O 5.926 -0.872 -0.713 0.043
C 6.428 -1.317 0.596 -0.112
C 6.986 -2.701 0.290 -0.199
C 7.408 -2.675 -1.126 -0.091
H 5.730 -1.434 1.426 0.125
H 7.255 -0.655 0.850 0.126
H 6.184 -3.430 0.401 0.121
H 7.832 -2.965 0.925 0.121
H 7.189 -3.638 -1.588 0.127
H 8.477 -2.513 -1.259 0.133
O 2.289 -4.660 -8.624 0.113
C 1.707 -4.665 -7.569 -0.492
O 0.604 -3.901 -7.375 0.014
C 0.112 -3.944 -5.985 -0.130
C 1.321 -4.471 -5.296 -0.191
C 2.093 -5.323 -6.280 -0.070
H -0.671 -4.701 -6.019 0.122
H -0.272 -3.022 -5.550 0.129
H 0.992 -5.072 -4.448 0.118
H 1.885 -3.604 -4.952 0.124
H 1.768 -6.364 -6.290 0.132
H 3.159 -5.214 -6.076 0.131
O -2.386 7.657 7.917 0.081
C -2.399 6.424 7.825 -0.534
O -3.378 5.721 8.398 0.027
C -3.109 4.275 8.243 -0.132
C -1.604 4.275 8.147 -0.131
C -1.332 5.601 7.326 -0.067
H -3.657 3.962 7.355 0.125
H -3.530 3.705 9.072 0.124
H -1.341 3.444 7.493 0.111
H -1.190 4.267 9.155 0.123
H -1.492 5.588 6.247 0.141
H -0.343 5.929 7.646 0.132